# 1
Computed, not measured: a molecular structure, C4H8O3, with ωB97M-V/def2-TZVPD.

Calculated values
E_LUMO   0.67 eV
Kohn-Sham gap   10.0 eV
Energy relative to the best compared isomer or geometry (same formula, charge and spin)   114.4 kcal/mol
Total energy   -10416.043 eV

ORCA input file:
```
! wB97M-V def2-TZVPD RIJCOSX def2/J DEFGRID3
* xyz 0 1
C -0.253 0.866 -0.643
C -0.583 0.207 0.681
O -1.973 0.242 0.943
C -0.061 -1.244 0.578
O 0.852 -1.335 -0.521
C 1.399 -0.154 -0.877
O 2.199 0.528 -0.092
H -0.815 0.460 -1.487
H 1.104 1.127 -0.456
H -0.405 1.955 -0.618
H -0.034 0.737 1.472
H -2.106 0.037 1.877
H -0.900 -1.896 0.316
H 0.409 -1.601 1.500
H 1.587 -0.164 -1.960
*
```

# 2
Computed, not measured: a gas-phase ion, C5H12N (charge +1), with ωB97M-V/def2-TZVPD.

Calculated values
E_LUMO   -3.86 eV
Kohn-Sham gap   9.4 eV
Energy relative to the best compared isomer or geometry (same formula, charge and spin)   81.7 kcal/mol
SMILES   C=CCCC[NH3+]
Total energy   -6860.017 eV

ORCA input file:
```
! wB97M-V def2-TZVPD RIJCOSX def2/J DEFGRID3
* xyz 1 1
C -1.266 2.389 -0.905
C -0.469 1.363 -1.067
C -0.810 -0.164 -0.981
C -0.649 -0.543 0.438
C 0.675 -0.688 1.310
N 1.809 -1.547 0.575
H -2.357 2.465 -0.998
H -0.807 3.445 -1.163
H 0.517 1.389 -0.767
H -0.153 -0.767 -1.746
H -1.830 -0.290 -1.130
H -1.205 0.119 1.042
H -1.126 -1.487 0.491
H 1.205 0.317 1.374
H 0.621 -1.318 2.221
H 1.134 -2.211 0.227
H 2.633 -1.717 1.118
H 2.077 -0.755 -0.038
*
```

# 3
Computed, not measured: 2 unconnected molecules or ions with the total composition C6H10N2OS2, with ωB97M-V/def2-TZVPD.

Calculated values
E_LUMO   -0.36 eV
Kohn-Sham gap   8.0 eV
Energy relative to the best compared isomer or geometry (same formula, charge and spin)   13.3 kcal/mol
SMILES   NC(=O)CC=C=S.CC(N)=S
Total energy   -33080.690 eV

ORCA input file:
```
! wB97M-V def2-TZVPD RIJCOSX def2/J DEFGRID3
* xyz 0 1
N 0.648 -0.466 1.564
C 0.031 -0.904 0.410
O -1.058 -1.401 0.366
C 1.046 -0.831 -0.748
C 2.268 -1.666 -0.542
C 3.144 -1.619 0.348
S 4.313 -1.523 1.395
H 1.544 0.100 1.493
H 0.344 -0.606 2.573
H 0.515 -1.162 -1.711
H 1.370 0.193 -0.780
H 2.223 -2.551 -1.216
C -2.006 1.127 -1.419
C -1.431 1.691 -0.141
N -2.129 1.457 0.972
S 0.019 2.319 -0.101
H -3.087 1.132 -1.544
H -1.446 0.158 -1.503
H -1.445 1.742 -2.243
H -1.832 1.720 1.916
H -3.032 1.089 0.912
*
```

# 4
Computed, not measured: 2 unconnected molecules or ions with the total composition C5H14, with ωB97M-V/def2-TZVPD.

Calculated values
E_LUMO   1.06 eV
Kohn-Sham gap   12.0 eV
Energy relative to the best compared isomer or geometry (same formula, charge and spin)   27.0 kcal/mol
SMILES   CCC.CC
Total energy   -5410.880 eV

ORCA input file:
```
! wB97M-V def2-TZVPD RIJCOSX def2/J DEFGRID3
* xyz 0 1
C 1.771 -0.975 -0.461
C 0.669 -0.663 -1.381
C 0.558 -1.628 -2.614
H 1.782 -0.534 0.630
H 1.893 -1.995 -0.036
H 2.793 -0.589 -0.825
H 0.797 0.400 -1.745
H -0.300 -0.640 -0.796
H -0.487 -1.631 -2.869
H 1.089 -2.584 -2.443
H 1.007 -1.109 -3.466
C -1.355 0.962 1.424
C -1.513 2.045 2.512
H -0.311 0.577 1.478
H -2.009 0.112 1.684
H -1.777 1.390 0.487
H -0.541 2.027 3.035
H -1.812 3.020 2.082
H -2.255 1.815 3.305
*
```

# 5
Computed, not measured: C4H7FO in the gas phase, with ωB97M-V/def2-TZVPD.

Calculated values
E_LUMO   1.05 eV
Kohn-Sham gap   11.4 eV
Energy relative to the best compared isomer or geometry (same formula, charge and spin)   51.0 kcal/mol
SMILES   FCC[C@@H]1CO1
Total energy   -9024.058 eV

ORCA input file:
```
! wB97M-V def2-TZVPD RIJCOSX def2/J DEFGRID3
* xyz 0 1
F -2.825 -0.176 0.154
C -1.544 -0.547 0.163
C -0.666 0.713 0.042
C 0.862 0.536 0.128
C 1.818 -0.502 -0.413
O 1.306 -0.384 1.033
H -1.445 -1.146 -0.795
H -1.360 -1.054 1.094
H -0.919 1.151 -0.927
H -0.872 1.321 0.895
H 1.400 1.514 0.288
H 1.360 -1.207 -0.937
H 2.885 -0.219 -0.726
*
```

# 6
Computed, not measured: 2 unconnected molecules or ions with the total composition C4H10NO2, with ωB97M-V/def2-TZVPD.

Calculated values
E_LUMO   4.04 eV
Kohn-Sham gap   6.9 eV
Energy relative to the best compared isomer or geometry (same formula, charge and spin)   105.7 kcal/mol
Total energy   -9892.862 eV

ORCA input file:
```
! wB97M-V def2-TZVPD RIJCOSX def2/J DEFGRID3
* xyz -1 1
C 1.058 0.427 0.421
C 0.590 1.608 -0.051
O -0.698 2.010 0.370
C 1.151 2.363 -1.210
H 2.142 0.267 0.548
H 0.366 -0.479 0.212
H -1.024 1.232 0.857
H 2.096 1.945 -1.591
H 0.369 2.317 -1.961
H 1.294 3.407 -0.921
N -1.439 -1.472 1.011
C -0.622 -2.518 0.268
O -0.181 -1.902 -0.816
H -1.847 -0.976 0.200
H -2.119 -1.990 1.605
H 0.167 -2.883 0.986
H -1.304 -3.357 0.073
*
```

# 7
Computed, not measured: a molecular structure, C6H24FN12NiO6, with ωB97M-V/def2-TZVPD.

Calculated values
E_LUMO (alpha / beta)   -7.70 / -11.42 eV
Kohn-Sham gap (alpha / beta)   6.2 / 2.5 eV
Total energy   -80522.865 eV

ORCA input file:
```
! wB97M-V def2-TZVPD RIJCOSX def2/J DEFGRID3
* xyz 2 4
Ni -14.494 14.458 12.291
F -15.901 14.462 13.755
C -20.439 13.955 12.770
O -21.231 13.384 12.026
N -20.907 14.700 13.808
N -19.134 13.966 12.622
H -20.336 14.972 14.595
H -21.868 14.542 14.076
H -18.668 14.546 13.306
H -18.666 13.399 11.930
C -12.278 13.873 14.327
O -13.053 14.658 13.731
N -12.599 12.618 14.478
N -11.032 14.122 14.631
H -11.827 12.125 14.905
H -13.490 12.195 14.259
H -10.370 13.432 14.953
H -10.912 15.120 14.530
C -15.421 11.716 11.684
O -14.556 12.344 12.367
N -16.563 11.329 12.293
N -15.335 11.345 10.470
H -16.744 11.685 13.220
H -17.357 11.233 11.675
H -16.145 10.977 9.992
H -14.671 11.632 9.765
C -15.631 12.683 17.068
O -15.882 12.183 18.099
N -16.128 12.314 15.915
N -14.863 13.699 16.972
H -15.974 12.884 15.096
H -16.912 11.679 15.887
H -14.985 14.400 16.255
H -14.365 14.027 17.787
C -17.654 17.684 14.180
O -16.626 17.886 13.444
N -18.332 18.459 14.921
N -17.742 16.489 14.705
H -19.173 18.110 15.359
H -18.095 19.441 14.938
H -18.265 16.311 15.551
H -17.221 15.716 14.317
C -19.256 12.694 16.879
O -19.055 11.526 16.614
N -20.077 13.090 17.834
N -18.659 13.812 16.452
H -19.929 14.047 18.121
H -20.534 12.341 18.335
H -17.760 13.788 15.993
H -19.023 14.689 16.797
*
```

Among the records above, which one has the lowest total energy?
C6H24FN12NiO6

Look up the total energy of the second one.
-6860.017 eV

The lowest total energy belongs to which entry?
C6H24FN12NiO6

What is the total energy in the third record?
-33080.690 eV